Entry 1:
{"formula": "C7H16N2", "method": "ωB97M-V/def2-TZVPD", "smiles": "C=N[C@H](N)C(C)(C)CC", "e_lumo_ev": 0.961, "symbols": ["C", "N", "C", "N", "C", "C", "C", "C", "C", "H", "H", "H", "H", "H", "H", "H", "H", "H", "H", "H", "H", "H", "H", "H", "H"], "coordinates": [[3.1512, 0.8026, 0.3113], [2.2395, 0.2416, -0.3304], [1.1281, -0.4882, 0.3910], [1.3635, -1.8803, 0.1121], [-0.1891, 0.1218, -0.1276], [-0.2047, 1.6191, 0.1690], [-0.3402, -0.1259, -1.6264], [-1.3476, -0.6028, 0.7040], [-2.7538, -0.1618, 0.3204], [3.1784, 0.8887, 1.4056], [3.9729, 1.2555, -0.2322], [1.2012, -0.3410, 1.4838], [0.6882, -2.4774, 0.5713], [1.4490, -2.0246, -0.8871], [-1.1381, 2.0668, -0.1626], [-0.0860, 1.8049, 1.2352], [0.6131, 2.1073, -0.3563], [-0.5275, -1.1783, -1.8337], [0.5746, 0.1732, -2.1328], [-1.1669, 0.4555, -2.0269], [-1.1807, -0.3975, 1.7643], [-1.2784, -1.6835, 0.5575], [-2.9603, -0.3747, -0.7258], [-2.9012, 0.9011, 0.4950], [-3.4849, -0.7022, 0.9211]], "lowdin_charge": [-0.06, 0.02, -0.41, 0.07, -0.51, -0.05, -0.06, -0.20, -0.10, 0.08, 0.07, 0.14, 0.07, 0.08, 0.07, 0.09, 0.08, 0.08, 0.08, 0.08, 0.11, 0.10, 0.07, 0.07, 0.07]}

***

Entry 2:
{"formula": "C7H16N2O2", "method": "ωB97M-V/def2-TZVPD", "smiles": "CCN(C)C(C)=O.CC(N)=O", "e_lumo_ev": 0.792, "symbols": ["C", "C", "N", "C", "C", "C", "O", "H", "H", "H", "H", "H", "H", "H", "H", "H", "H", "H", "C", "C", "N", "O", "H", "H", "H", "H", "H"], "coordinates": [[-1.6952, 0.6112, 1.3148], [-2.2025, 1.2148, 0.0347], [-1.5887, 0.5665, -1.1642], [-1.2198, 1.4600, -2.2279], [-0.7473, -0.5421, -1.0824], [-1.2963, -1.8860, -0.6850], [0.3213, -0.5414, -1.6721], [-0.6255, 0.8494, 1.4796], [-1.7422, -0.4678, 1.3586], [-2.0466, 1.0542, 2.2521], [-3.2846, 1.1648, -0.1092], [-1.9192, 2.2635, -0.0483], [-1.8705, 2.3394, -2.1978], [-0.2017, 1.8408, -2.3034], [-1.5101, 1.1412, -3.2361], [-1.9565, -1.9694, 0.1842], [-2.0230, -2.2858, -1.3947], [-0.4789, -2.5736, -0.4903], [3.2538, 0.3014, 0.5663], [2.0662, -0.2000, 1.4119], [2.0467, -1.5371, 1.7419], [1.1437, 0.5671, 1.5982], [4.1610, -0.2409, 0.8187], [3.3996, 1.3012, 0.9782], [2.8276, 0.4211, -0.4253], [1.5608, -1.6978, 2.6067], [2.9675, -1.9273, 1.6542]], "lowdin_charge": [-0.09, -0.19, -0.11, -0.09, -0.50, -0.01, 0.05, 0.04, 0.05, 0.08, 0.11, 0.11, 0.08, 0.09, 0.09, 0.06, 0.09, 0.08, 0.01, -0.56, 0.16, 0.01, 0.07, 0.08, 0.08, 0.10, 0.09]}

***

Entry 3:
{"formula": "C7H16N2O2PS", "method": "ωB97M-V/def2-TZVPD", "smiles": "CNC(=S)[P@]([O-])(O)=C(N)CC(C)C", "charge": -1, "e_lumo_ev": [3.487, 3.424], "symbols": ["C", "N", "C", "S", "P", "O", "O", "C", "N", "C", "C", "C", "C", "H", "H", "H", "H", "H", "H", "H", "H", "H", "H", "H", "H", "H", "H", "H", "H"], "coordinates": [[-3.7697, 1.8287, -0.4072], [-2.9473, 0.7387, -1.0903], [-2.5748, -0.4096, -0.4149], [-2.6107, -1.8926, -1.1604], [-1.2478, -0.2987, 0.8605], [-1.1653, -1.5012, 1.7672], [-1.8055, 0.9168, 1.8177], [0.2539, 0.4228, 0.1981], [0.1768, 1.7481, -0.2133], [1.1577, -0.4824, -0.5662], [2.2150, -1.0288, 0.4071], [2.8926, -2.2386, -0.2334], [3.2925, 0.0647, 0.6164], [-4.6736, 2.1978, -0.9341], [-4.0863, 1.2530, 0.6039], [-3.1848, 2.8070, -0.2358], [-3.3623, 0.3854, -1.9547], [-1.4128, 0.7201, 2.6925], [0.0995, 1.9338, -1.1381], [-0.6959, 2.1430, 0.0988], [1.5105, 0.1078, -1.4768], [0.5972, -1.2475, -1.0772], [1.6549, -1.2231, 1.3146], [3.2002, -1.8680, -1.2533], [2.1675, -3.1527, -0.2219], [3.6238, -2.7886, 0.3985], [3.6946, 0.3043, -0.3897], [4.1074, -0.4529, 1.1366], [2.8926, 1.0129, 0.8554]], "lowdin_charge": [-0.12, -0.17, -0.98, 0.45, 0.48, -0.39, -0.23, -0.41, 0.03, -0.23, -0.44, -0.11, -0.08, 0.05, 0.11, 0.07, 0.06, 0.07, 0.02, 0.04, 0.13, 0.08, 0.12, 0.09, 0.10, 0.06, 0.07, 0.07, 0.05]}

***

Entry 4:
{"formula": "C7H16N3O2", "method": "ωB97M-V/def2-TZVPD", "multiplicity": 3, "charge": 1, "e_lumo_ev": [-2.181, -6.886], "symbols": ["C", "C", "C", "C", "C", "C", "C", "N", "N", "N", "O", "O", "H", "H", "H", "H", "H", "H", "H", "H", "H", "H", "H", "H", "H", "H", "H", "H"], "coordinates": [[0.1476, -0.7004, -0.6017], [1.4453, -0.6976, -0.1155], [-0.6483, 0.4649, -0.8011], [2.4759, 0.3035, -0.1494], [-1.8792, 0.6694, 0.5531], [4.2233, -1.3284, 0.1076], [-3.3351, -1.1213, -0.3629], [2.3237, 1.6099, -0.4541], [-2.6775, 1.7285, 0.0443], [-1.1766, 0.8744, 1.7066], [3.7137, -0.0341, 0.0241], [-2.5025, -0.5883, 0.6718], [-0.3541, -1.6008, -0.8475], [1.8506, -1.7239, 0.0027], [-0.2533, 1.4408, -0.6306], [-1.4488, 0.3059, -1.5945], [4.1867, -1.7278, 1.1412], [5.3779, -1.2689, 0.0351], [3.9430, -2.1628, -0.5213], [-4.3284, -0.8167, -0.0175], [-3.3302, -2.1687, -0.2390], [-2.8512, -0.8771, -1.3151], [1.5320, 1.9840, -0.8387], [3.1298, 2.2049, -0.4467], [-3.3652, 1.8916, 0.7931], [-3.1945, 1.7055, -0.7925], [-1.4382, 0.0016, 2.3165], [-1.5663, 1.6319, 2.3321]], "lowdin_charge": [-0.11, 0.05, -0.03, -0.33, -0.61, -0.08, -0.02, 0.24, 0.13, 0.13, -0.01, -0.13, 0.10, 0.13, 0.08, 0.12, 0.11, 0.14, 0.09, 0.11, 0.08, 0.09, 0.07, 0.14, 0.12, 0.08, 0.17, 0.14]}

***

Entry 5:
{"formula": "C7H16N3O8P", "method": "ωB97M-V/def2-TZVPD", "smiles": "O=C(COP(=O)(O)O)NO.CNC(=O)CNC(C)=O", "e_lumo_ev": 0.463, "symbols": ["O", "C", "C", "O", "P", "O", "O", "O", "N", "O", "H", "H", "H", "H", "H", "H", "C", "N", "C", "O", "C", "N", "C", "C", "O", "H", "H", "H", "H", "H", "H", "H", "H", "H", "H"], "coordinates": [[0.3170, -0.5366, -6.3066], [1.1679, -0.8713, -5.4893], [0.7605, -1.4037, -4.1075], [1.9004, -1.5666, -3.2308], [1.5829, -1.2765, -1.6528], [1.4701, 0.1742, -1.4407], [0.2417, -1.9391, -1.1460], [2.7929, -1.8164, -0.8080], [2.5014, -0.7373, -5.8403], [2.9249, -0.1748, -7.0852], [0.0285, -0.7026, -3.6889], [0.2617, -2.3689, -4.2375], [0.2521, -1.6569, -0.2065], [3.4688, -1.1753, -1.0522], [3.1890, -0.9921, -5.1304], [2.1428, 0.0488, -7.6326], [-1.9339, 0.2045, 0.3264], [-1.5412, 0.2553, 1.7336], [-0.4903, -0.3808, 2.2625], [0.2131, -1.1197, 1.5715], [-0.1472, -0.1241, 3.7443], [-0.5605, 1.1842, 4.2866], [-1.8145, 1.5497, 4.5512], [-2.0061, 2.8952, 5.2092], [-2.7837, 0.8621, 4.2649], [-2.8500, 0.7766, 0.1742], [-1.1412, 0.6278, -0.2947], [-2.1067, -0.8301, 0.0241], [-2.1374, 0.7612, 2.3785], [-0.6323, -0.9074, 4.3278], [0.9306, -0.2346, 3.8620], [0.1699, 1.8326, 4.5323], [-1.4943, 2.9033, 6.1696], [-1.6057, 3.6761, 4.5655], [-3.0712, 3.0631, 5.3660]], "lowdin_charge": [0.04, -0.43, -0.11, -0.19, 0.31, -0.26, -0.10, -0.07, 0.03, 0.00, 0.13, 0.14, 0.03, 0.09, 0.15, 0.11, -0.04, 0.04, -0.44, 0.02, -0.04, 0.07, -0.57, 0.01, 0.04, 0.09, 0.08, 0.09, 0.10, 0.13, 0.13, 0.14, 0.08, 0.09, 0.09]}

***

Entry 6:
{"formula": "C7H16N5", "method": "ωB97M-V/def2-TZVPD", "smiles": "CC(C)(C)[C@@]1(N)N=CNC(=[NH2+])N1", "charge": 1, "e_lumo_ev": -2.945, "symbols": ["C", "C", "C", "C", "C", "N", "N", "C", "N", "C", "N", "N", "H", "H", "H", "H", "H", "H", "H", "H", "H", "H", "H", "H", "H", "H", "H", "H"], "coordinates": [[-2.5782, -0.9073, -0.2232], [-1.3574, 0.0723, -0.2141], [-0.9603, 0.2100, -1.7138], [-1.8922, 1.3691, 0.4360], [0.0321, -0.5068, 0.6971], [-0.1525, -0.6193, 2.0831], [0.6144, -1.7492, 0.2113], [1.7015, -1.7370, -0.4177], [2.5249, -0.5824, -0.6613], [2.2930, 0.5599, 0.0455], [3.2856, 1.4271, 0.0143], [1.0731, 0.6424, 0.5330], [-3.4207, -0.4667, -0.5652], [-2.7119, -1.1540, 0.8463], [-2.3062, -1.8423, -0.7867], [-1.8803, 0.4651, -2.1839], [-0.1209, 0.8793, -1.7081], [-0.5000, -0.7776, -2.1490], [-2.8572, 1.6369, 0.2972], [-1.2704, 2.1757, 0.0048], [-1.8589, 1.4322, 1.4771], [-1.1147, -0.3973, 2.3003], [0.2025, -1.4970, 2.4607], [1.9719, -2.7411, -0.6905], [3.1111, -0.6324, -1.4582], [4.1609, 1.2384, -0.4765], [3.3550, 2.1752, 0.7169], [0.6557, 1.3269, 1.1248]], "lowdin_charge": [-0.04, -0.42, -0.04, -0.04, -0.41, 0.12, 0.14, -0.11, 0.14, -0.37, 0.22, 0.20, 0.04, 0.09, 0.11, 0.08, 0.05, 0.12, 0.05, 0.10, 0.06, 0.08, 0.11, 0.14, 0.15, 0.15, 0.15, 0.14]}

***

Entry 7:
{"formula": "C7H16NO", "method": "ωB97M-V/def2-TZVPD", "charge": 1, "e_lumo_ev": -3.702, "symbols": ["C", "C", "C", "C", "C", "C", "C", "N", "O", "H", "H", "H", "H", "H", "H", "H", "H", "H", "H", "H", "H", "H", "H", "H", "H"], "coordinates": [[-1.1068, -1.5944, -0.4084], [-2.0850, -0.5318, -0.8095], [0.9117, -0.2656, -0.7610], [3.0844, 1.8880, -0.1784], [0.8138, -1.6907, 1.1609], [-3.2283, 1.4389, 0.3083], [2.8049, 0.4454, 0.0776], [0.2161, -1.1204, -0.1291], [-2.1277, 0.5865, 0.1593], [-1.5279, -2.0168, 0.5355], [-1.3073, -2.3364, -1.1657], [-1.9183, -0.2833, -1.7957], [-3.1738, -0.8282, -0.8133], [0.5496, 0.1253, -1.7165], [2.4551, 2.5562, 0.4138], [3.2405, 2.0003, -1.2577], [4.1361, 2.0639, 0.3527], [0.3452, -1.1348, 1.9967], [0.5174, -2.7573, 1.1750], [1.8941, -1.7524, 1.2081], [-2.8791, 2.2813, 0.9866], [-3.5419, 1.9007, -0.6650], [-4.0711, 1.0420, 0.8068], [2.6720, 0.2210, 1.1322], [3.3265, -0.2376, -0.6131]], "lowdin_charge": [-0.14, -0.16, 0.17, -0.13, 0.02, -0.12, -0.03, -0.14, -0.21, 0.15, 0.15, 0.09, 0.16, 0.12, 0.08, 0.08, 0.15, 0.13, 0.11, 0.08, 0.11, 0.11, 0.07, 0.07, 0.09]}

***

Entry 8:
{"formula": "C7H16NO2", "method": "ωB97M-V/def2-TZVPD", "charge": 1, "e_lumo_ev": -4.012, "symbols": ["C", "C", "C", "C", "C", "C", "C", "N", "O", "O", "H", "H", "H", "H", "H", "H", "H", "H", "H", "H", "H", "H", "H", "H", "H", "H"], "coordinates": [[-1.7076, 0.6854, 1.8827], [-0.2384, 0.7778, 1.7837], [-1.0713, 1.0685, -1.9980], [1.2134, -0.1569, -2.5724], [-0.5943, -1.4211, -1.1291], [1.0969, -0.9089, 3.0254], [0.0784, -0.0941, -1.5785], [0.8625, 0.4384, 2.4629], [-0.9065, 1.8940, 1.6503], [0.5412, 0.4095, -0.1921], [-2.0778, 0.2158, 1.0579], [-2.3960, 0.7175, 2.6601], [-1.3863, 0.9984, -3.0092], [-1.9964, 1.0035, -1.4572], [-0.6661, 2.0353, -2.1295], [0.9037, -0.4159, -3.5735], [2.0061, -0.9121, -2.1522], [1.7193, 0.7789, -2.6503], [-1.5889, -1.5554, -1.5672], [-0.0621, -2.2830, -1.4842], [-0.7370, -1.3511, -0.0332], [1.5700, -0.8926, 4.0180], [0.2102, -1.4998, 3.1367], [1.8463, -1.3285, 2.3299], [1.5710, 0.9848, -0.5466], [1.8099, 0.8115, 2.0657]], "lowdin_charge": [0.09, -0.27, 0.01, -0.04, -0.01, -0.02, -0.48, 0.06, 0.16, -0.20, 0.08, 0.12, 0.06, 0.06, 0.06, 0.10, 0.13, 0.07, 0.09, 0.08, 0.07, 0.10, 0.09, 0.10, 0.27, 0.21]}